[1]
Below is a cluster of 2 separate species, C4H14N in total at a distorted geometry, with properties calculated with ωB97M-V with the def2-TZVPD basis set.

Element x y z (Å)
C (2.145, -0.120, -1.271)
C (1.996, -0.254, -2.779)
H (2.007, -1.173, -0.997)
H (3.204, 0.272, -1.126)
H (1.484, 0.726, -0.935)
H (0.947, 0.132, -3.067)
H (2.165, -1.251, -3.203)
H (2.561, 0.549, -3.384)
C (-1.741, -0.954, 0.766)
N (-0.972, -0.020, 1.713)
C (-1.785, 1.192, 2.083)
H (-1.669, -0.816, -0.348)
H (-2.772, -0.866, 1.074)
H (-1.320, -1.948, 0.855)
H (-0.568, -0.373, 2.584)
H (0.002, 0.231, 1.350)
H (-2.371, 1.067, 3.035)
H (-1.148, 1.995, 2.410)
H (-2.164, 1.609, 1.240)

Cartesian forces (eV/Å) of the 2 atoms listed first:
1.711 1.002 -1.164
-1.622 2.977 -2.483

Charge: +1
E_HOMO, eV: -13.939
Multiplicity: 1
Max |F|, Eh/bohr: 0.0817
Energy above the lowest of the compared OMol25 structures with the same formula, charge and spin, kcal/mol: 50.2
Lowest unoccupied orbital energy, eV: -3.67

=====

[2]
Below is a cluster of 2 separate species, C4H14N2 in total at a distorted geometry, with properties calculated with ωB97M-V with the def2-TZVPD basis set.

Element x y z (Å)
C (-3.896, 3.343, 0.106)
C (-4.902, 3.462, 1.214)
C (-5.028, 2.279, 2.183)
H (-3.087, 2.610, 0.193)
H (-3.326, 4.235, -0.178)
H (-4.298, 3.087, -0.883)
H (-5.878, 3.787, 0.837)
H (-4.687, 4.297, 1.884)
H (-5.706, 1.505, 1.810)
H (-4.083, 1.725, 2.150)
H (-5.250, 2.556, 3.206)
N (5.215, -3.334, -0.135)
C (4.091, -2.896, -0.913)
N (4.357, -2.731, -2.361)
H (6.048, -2.858, -0.460)
H (5.289, -4.322, -0.030)
H (3.184, -3.467, -0.697)
H (3.762, -1.898, -0.619)
H (3.722, -3.249, -2.919)
H (5.299, -2.773, -2.737)

Cartesian forces (eV/Å) of the 2 atoms listed first:
1.161 -0.172 -1.982
-0.662 0.875 1.359

E_HOMO, eV: -8.886
Multiplicity: 1
Max |F|, Eh/bohr: 0.0448
Energy above the lowest of the compared OMol25 structures with the same formula, charge and spin, kcal/mol: 19.6
Lowest unoccupied orbital energy, eV: 1.24

=====

[3]
Below is a cluster of 2 separate species, C4H14N2 in total at a distorted geometry, with properties calculated with ωB97M-V with the def2-TZVPD basis set.

Element x y z (Å)
C (0.236, -2.889, -2.281)
C (1.397, -2.773, -3.268)
N (1.349, -3.884, -4.210)
H (0.083, -1.940, -1.763)
H (-0.666, -3.036, -2.876)
H (0.403, -3.675, -1.549)
H (1.329, -1.829, -3.810)
H (2.321, -2.820, -2.692)
H (0.396, -4.183, -4.390)
H (1.767, -3.672, -5.104)
C (-1.205, 3.935, 2.355)
N (-1.327, 2.719, 3.102)
C (-0.411, 2.401, 4.167)
H (-2.181, 4.425, 2.265)
H (-0.517, 4.615, 2.844)
H (-0.841, 3.687, 1.355)
H (-1.579, 1.919, 2.507)
H (-0.996, 2.024, 5.004)
H (0.098, 3.309, 4.470)
H (0.342, 1.669, 3.874)

Cartesian forces (eV/Å) of the 2 atoms listed first:
0.126 0.653 -0.486
-0.405 -0.271 0.028

<S²>: 0.754
Charge: +1
E_HOMO (spin up / spin down), eV: -10.619 / -10.619
Multiplicity: 2
Max |F|, Eh/bohr: 0.0425
Energy above the lowest of the compared OMol25 structures with the same formula, charge and spin, kcal/mol: 10.8
Lowest unoccupied orbital energy (spin up / spin down), eV: -3.61 / -8.28

=====

[4]
Below is a cluster of 2 separate species, C4H14N2 in total at a distorted geometry, with properties calculated with ωB97M-V with the def2-TZVPD basis set.

Element x y z (Å)
C (1.694, 0.536, 2.729)
C (2.020, 0.285, 1.328)
N (2.555, -1.107, 1.044)
H (0.976, -0.232, 3.129)
H (1.166, 1.505, 2.824)
H (2.595, 0.473, 3.532)
H (2.699, 0.990, 0.996)
H (1.146, 0.462, 0.702)
H (2.070, -1.758, 1.652)
H (2.211, -1.435, 0.189)
C (-0.846, 0.573, -1.177)
N (-1.603, 0.027, -2.333)
C (-2.953, -0.478, -2.239)
H (-1.190, -0.097, -0.250)
H (-1.145, 1.547, -0.921)
H (0.222, 0.540, -1.159)
H (-1.456, 0.454, -3.335)
H (-3.627, -0.172, -1.489)
H (-3.534, -0.368, -3.085)
H (-3.000, -1.743, -2.137)

Cartesian forces (eV/Å) of the 2 atoms listed first:
0.126 -0.509 3.954
-0.204 -2.565 -1.210

<S²>: 0.756
Charge: +1
E_HOMO (spin up / spin down), eV: -12.194 / -12.190
Multiplicity: 2
Max |F|, Eh/bohr: 0.0952
Energy above the lowest of the compared OMol25 structures with the same formula, charge and spin, kcal/mol: 46.5
Lowest unoccupied orbital energy (spin up / spin down), eV: -3.65 / -8.30

=====

[5]
Below is a cluster of 2 separate species, C4H14N2O in total at a distorted geometry, with properties calculated with ωB97M-V with the def2-TZVPD basis set.

Element x y z (Å)
C (-2.276, 0.177, 1.215)
N (-1.004, 0.169, 0.544)
C (-0.082, -0.884, 0.879)
C (1.271, -0.741, 0.154)
N (1.892, 0.564, 0.305)
C (2.298, 1.199, -0.946)
H (-2.261, -0.446, 2.111)
H (-3.072, -0.300, 0.625)
H (-2.621, 1.191, 1.388)
H (-0.591, 1.009, 0.181)
H (0.110, -0.910, 1.963)
H (-0.478, -1.841, 0.592)
H (1.904, -1.497, 0.638)
H (1.097, -1.020, -0.887)
H (1.326, 1.215, 0.833)
H (2.422, 2.271, -0.767)
H (3.282, 0.818, -1.235)
H (1.606, 0.992, -1.773)
H (-1.318, -0.437, -1.233)
H (-2.216, -0.778, -2.421)
O (-1.289, -0.752, -2.166)

Cartesian forces (eV/Å) of the 2 atoms listed first:
-0.499 -0.198 -0.515
0.011 -0.623 -0.651

E_HOMO, eV: -8.678
Multiplicity: 1
Max |F|, Eh/bohr: 0.0243
Energy above the lowest of the compared OMol25 structures with the same formula, charge and spin, kcal/mol: 38.7
Lowest unoccupied orbital energy, eV: 0.91

=====

[6]
Below is a cluster of 2 separate species, C4H14N2O in total, with properties calculated with ωB97M-V with the def2-TZVPD basis set.

Element x y z (Å)
C (-0.694, 0.292, -2.004)
C (-1.435, -0.745, -1.142)
C (-1.326, -0.467, 0.361)
C (0.092, -0.390, 0.962)
N (1.092, -1.114, 0.138)
N (-1.340, 1.602, -1.905)
H (0.377, 0.305, -1.836)
H (-0.713, -0.040, -3.044)
H (-2.463, -0.643, -1.471)
H (-1.133, -1.784, -1.337)
H (-1.855, -1.242, 0.915)
H (-1.912, 0.440, 0.552)
H (0.346, 0.666, 1.060)
H (0.054, -0.866, 1.944)
H (0.967, -2.099, 0.317)
H (2.022, -0.899, 0.468)
H (-0.741, 2.299, -1.498)
H (-1.677, 1.931, -2.791)
H (2.120, 0.096, 3.111)
H (2.751, 1.149, 2.227)
O (2.931, 0.634, 3.024)

Cartesian forces (eV/Å) of the 2 atoms listed first:
-0.059 -0.554 -0.640
0.699 0.130 0.047

E_HOMO, eV: -9.139
Multiplicity: 1
Max |F|, Eh/bohr: 0.0172
Energy above the lowest of the compared OMol25 structures with the same formula, charge and spin, kcal/mol: 30.3
Lowest unoccupied orbital energy, eV: 0.70

=====

[7]
Below is a cluster of 2 separate species, C4H14N2O in total at a distorted geometry, with properties calculated with ωB97M-V with the def2-TZVPD basis set.

Element x y z (Å)
C (0.414, 2.223, 1.125)
C (0.072, 0.898, 0.593)
C (1.330, 0.137, 0.062)
C (1.094, -1.216, -0.697)
N (0.442, -2.248, 0.147)
N (-1.001, 0.986, -0.399)
H (0.828, 2.392, 2.094)
H (0.962, 2.703, 0.315)
H (-0.490, 2.912, 0.985)
H (-0.268, 0.297, 1.491)
H (1.966, -0.003, 0.969)
H (1.921, 0.753, -0.588)
H (0.537, -1.114, -1.623)
H (2.108, -1.581, -0.839)
H (-0.037, -2.931, -0.454)
H (-0.331, -1.845, 0.735)
H (-1.906, 1.169, 0.131)
H (-0.697, 1.831, -1.007)
H (-2.016, -1.144, -0.589)
H (-2.215, -2.356, -1.590)
O (-2.713, -1.862, -0.862)

Cartesian forces (eV/Å) of the 2 atoms listed first:
-1.492 3.266 -1.795
-0.008 -2.803 1.205

E_HOMO, eV: -9.253
Multiplicity: 1
Max |F|, Eh/bohr: 0.0781
Energy above the lowest of the compared OMol25 structures with the same formula, charge and spin, kcal/mol: 41.6
Lowest unoccupied orbital energy, eV: 0.83

=====

[8]
Below is a cluster of 2 separate species, C4H14N2O in total at a distorted geometry, with properties calculated with ωB97M-V with the def2-TZVPD basis set.

Element x y z (Å)
C (-2.028, 1.192, 1.193)
N (-1.081, 2.243, 0.968)
C (0.332, 1.970, 0.701)
O (1.119, 3.070, 0.945)
H (-2.385, 0.733, 0.266)
H (-2.873, 1.570, 1.761)
H (-1.590, 0.364, 1.762)
H (-1.101, 2.882, 1.775)
H (0.602, 1.206, 1.443)
H (0.467, 1.557, -0.304)
H (0.844, 3.831, 0.414)
C (0.035, -1.826, -0.221)
C (0.610, -2.051, -1.611)
N (1.945, -2.646, -1.502)
H (0.468, -0.934, 0.250)
H (-1.055, -1.689, -0.194)
H (0.264, -2.688, 0.406)
H (-0.027, -2.749, -2.162)
H (0.608, -1.118, -2.177)
H (2.220, -2.999, -2.414)
H (2.626, -1.919, -1.299)

Cartesian forces (eV/Å) of the 2 atoms listed first:
-1.051 -0.284 -0.685
0.930 -1.039 2.470

<S²>: 0.754
Charge: +1
E_HOMO (spin up / spin down), eV: -12.115 / -12.115
Multiplicity: 2
Max |F|, Eh/bohr: 0.0552
Energy above the lowest of the compared OMol25 structures with the same formula, charge and spin, kcal/mol: 33.6
Lowest unoccupied orbital energy (spin up / spin down), eV: -3.38 / -8.68